One molecule with the formula C6H16N2, computed with ωB97M-V/def2-TZVPD.

Geometry as XYZ:
```
24
Properties=species:S:1:pos:R:3:forces:R:3:mulliken_charge:R:1
C 1.134 0.659 0.527 -0.185 -0.262 -0.228 0.704
C 0.604 -1.780 -0.093 -0.072 0.191 0.004 -1.039
C 0.475 1.929 0.903 -0.118 -0.045 -0.043 -1.534
C 2.318 0.824 -0.422 -0.101 -0.030 0.033 -1.592
N 0.125 -0.394 -0.247 -0.151 0.277 0.260 -0.289
H 0.125 -0.124 -1.229 0.008 0.005 0.028 0.431
H 1.409 0.034 1.381 -0.005 -0.022 -0.011 0.280
H 1.688 -1.830 -0.183 -0.033 0.040 0.007 0.352
H 0.324 -2.135 0.899 -0.010 0.016 -0.005 0.363
H 0.156 -2.432 -0.841 -0.002 0.024 0.015 0.362
H 0.976 2.803 0.489 0.033 -0.037 -0.009 0.374
H 0.335 2.038 1.978 0.034 -0.020 -0.013 0.234
H -0.884 1.778 0.318 -0.003 -0.135 -0.030 0.508
H 3.128 1.319 0.115 -0.042 -0.016 -0.007 0.413
H 2.034 1.473 -1.255 -0.015 -0.009 0.038 0.383
H 2.709 -0.112 -0.831 -0.030 0.018 0.026 0.401
C -2.300 -1.289 -0.356 0.098 0.053 0.005 -1.458
C -1.463 -0.159 0.224 0.401 -0.163 -0.076 0.182
N -1.851 1.123 -0.094 0.086 0.070 -0.065 -0.791
H -2.102 1.222 -1.076 0.014 -0.037 0.053 0.239
H -1.336 -0.274 1.306 0.024 0.012 0.002 0.343
H -3.336 -1.109 -0.067 0.047 0.014 -0.001 0.393
H -2.255 -1.284 -1.449 0.003 0.014 0.023 0.344
H -2.015 -2.278 0.004 0.016 0.045 -0.004 0.396
```
Positions in Å, forces in eV/Å.

## Properties
- LUMO level: 0.711 eV
- 2S+1: 1
- Kohn-Sham gap: 0.2596 hartree
- Energy: -9458.629 eV



One molecule with the formula C6H16N2 at a distorted geometry, computed with ωB97M-V/def2-TZVPD.

Geometry as XYZ:
```
24
Properties=species:S:1:pos:R:3:forces:R:3:mulliken_charge:R:1
C -2.435 -0.763 -1.711 0.740 -0.965 0.271 -1.055
C -2.617 0.571 -1.036 -0.730 2.316 -0.087 -0.263
N -1.472 0.952 -0.167 -0.005 1.411 0.011 -0.282
C -0.097 0.904 -0.654 0.940 -0.410 1.140 -0.669
C 0.893 0.754 0.618 -1.945 -0.450 -1.720 -0.726
N 1.696 -0.475 0.539 -0.301 0.647 2.240 -0.078
C 3.007 -0.148 1.144 1.829 -0.973 -1.023 -0.866
C 1.012 -1.656 1.229 0.866 1.712 -1.416 -1.067
H -1.654 -0.705 -2.499 -0.628 -0.006 0.298 0.279
H -3.379 -1.138 -2.153 0.567 0.241 0.253 0.345
H -2.038 -1.505 -0.966 -0.552 0.488 -0.592 0.239
H -2.874 1.366 -1.863 0.561 -1.165 1.281 0.220
H -3.499 0.605 -0.329 0.778 -0.333 -0.892 0.308
H -1.558 1.925 0.206 -0.658 -1.285 -0.360 0.220
H 0.272 1.755 -1.267 -0.550 -0.188 0.189 0.275
H 0.021 0.015 -1.250 0.212 -0.354 -0.210 0.421
H 1.523 1.616 0.645 0.595 0.453 -0.122 0.446
H 0.238 0.817 1.502 0.197 -0.233 0.004 0.314
H 3.077 0.831 1.685 -0.282 -0.872 -0.345 0.305
H 3.751 -0.119 0.265 -0.735 0.192 1.419 0.251
H 3.384 -0.965 1.825 -0.468 0.825 -0.625 0.325
H 1.496 -1.966 2.131 0.438 -0.011 0.627 0.411
H 1.102 -2.417 0.494 -0.303 -1.159 -0.300 0.305
H -0.016 -1.431 1.438 -0.564 0.119 -0.044 0.341
```
Positions in Å, forces in eV/Å.

## Properties
- LUMO level: 1.185 eV
- SMILES: CCNCCN(C)C
- 2S+1: 1
- Kohn-Sham gap: 0.3496 hartree
- Energy: -9459.874 eV



A 2-piece molecular cluster, C6H16N2 overall at a distorted geometry, computed with ωB97M-V/def2-TZVPD.

Geometry as XYZ:
```
24
Properties=species:S:1:pos:R:3:forces:R:3:mulliken_charge:R:1
H -0.099 -2.184 0.184 0.249 -0.099 -0.363 0.247
N -0.836 -1.578 -0.173 -0.096 0.577 1.036 -0.716
C -0.428 -0.615 -0.890 0.700 -1.833 -2.651 1.067
C -1.464 0.278 -1.506 0.086 0.458 0.418 -1.558
C 0.957 -0.693 -1.752 -1.073 0.576 1.385 -0.869
N 0.917 -1.702 -2.783 -0.205 -0.171 -0.110 -0.583
H -2.410 0.189 -0.978 0.007 0.022 0.084 0.416
H -1.122 1.312 -1.487 -0.092 0.136 -0.079 0.293
H -1.642 0.004 -2.546 0.166 -0.050 -0.109 0.364
H 1.103 0.281 -2.223 0.131 -0.005 0.094 0.328
H 1.806 -0.904 -1.096 -0.121 0.101 0.020 0.404
H 0.120 -1.560 -3.396 0.089 -0.062 0.009 0.278
H 0.827 -2.628 -2.378 -0.041 0.080 -0.048 0.273
C -0.359 1.950 1.454 0.160 -0.147 -0.168 -1.195
C 0.739 0.907 1.590 0.165 -1.038 -1.344 0.613
C 0.384 -0.153 2.622 0.000 -0.006 -0.075 -1.344
H -0.049 2.752 0.786 -0.124 0.040 -0.152 0.284
H -0.598 2.407 2.414 -0.005 -0.059 0.093 0.412
H -1.257 1.470 1.066 -0.159 0.154 -0.011 0.218
H 1.671 1.398 1.882 0.101 -0.121 -0.279 0.462
H 0.877 0.332 0.563 0.105 1.556 2.121 -0.444
H -0.483 -0.719 2.283 -0.058 -0.084 0.043 0.329
H 0.134 0.296 3.583 0.006 0.062 0.073 0.413
H 1.213 -0.842 2.781 0.011 -0.087 0.015 0.306
```
Positions in Å, forces in eV/Å.

## Properties
- LUMO level: 0.979 eV
- SMILES: [H]/N=C(/C)CN.CCC
- 2S+1: 1
- Kohn-Sham gap: 0.3681 hartree
- Energy: -9460.780 eV



Values of ΔE to the lowest compared entry with this formula, charge and spin, in order: 79.5 50.7 29.9, all in kcal/mol.